# 1
Molecular formula: C4H7N2S
Method: DFT, ωB97M-V/def2-TZVPD

```
! wB97M-V def2-TZVPD RIJCOSX def2/J DEFGRID3
* xyz 1 1
S 0.87224 2.10928 1.34855
N -1.01806 0.17750 0.69518
N 1.33517 -0.87187 1.38936
C -0.18204 1.04373 1.09549
C -1.33469 0.00443 -0.83492
C 2.25190 -0.84675 2.05432
C -0.09669 -0.16223 -1.73370
H 0.80303 -0.78816 -1.45088
H 0.38292 0.87617 -1.87461
H -1.96542 0.78271 -1.17337
H -0.49009 -0.37813 -2.70964
H -1.87862 -0.95081 -0.92442
H -1.76674 -0.12661 1.46596
H 3.08708 -0.86929 2.65267
*
```

## Properties
E_HOMO (Eh): -0.552
F_max (eV Å⁻¹): 3.37
Energy relative to the best compared isomer or geometry (same formula, charge and spin) (kJ/mol): 284.3

# 2
Molecular formula: C9H12N3S2
Method: DFT, ωB97M-V/def2-TZVPD

```
! wB97M-V def2-TZVPD RIJCOSX def2/J DEFGRID3
* xyz 1 1
S -2.58481 0.26693 2.37518
S -1.72737 1.99151 -1.65868
N -2.82865 -0.74580 -0.23723
N -0.06291 -0.56071 -0.71462
N 0.38576 0.01770 1.30029
C 1.28262 -0.61189 -0.60426
C -2.49094 1.74855 -0.01609
C -2.06330 0.25679 0.54801
C 2.24148 -0.88213 -1.56777
C 2.98592 -0.31323 1.05680
C -0.58105 -0.08160 0.40040
C 3.91308 -0.59645 0.16308
C 1.59846 -0.25129 0.69115
C 3.58380 -0.90094 -1.12587
H 1.97655 -1.13722 -2.62061
H -2.78393 -1.61533 0.20968
H 4.41220 -1.10548 -1.83398
H -3.75986 -0.52466 -0.24810
H -0.47687 -0.73204 -1.53723
H -3.34336 1.29966 2.38390
H -2.43948 1.26975 -2.50992
H 4.82716 -0.89679 0.54165
H -3.55593 1.69622 -0.06512
H 3.34234 -0.37095 2.18946
H -2.11066 2.56212 0.55885
H 0.25974 0.21729 2.32101
*
```

## Properties
SMILES: N[C@](S)(CS)c1[nH]c2ccccc2[nH+]1
E_HOMO (Eh): -0.466
F_max (eV Å⁻¹): 6.14
Energy relative to the best compared isomer or geometry (same formula, charge and spin) (kJ/mol): 0.0

# 3
Molecular formula: C3H4O3S
Method: DFT, ωB97M-V/def2-TZVPD

```
! wB97M-V def2-TZVPD RIJCOSX def2/J DEFGRID3
* xyz 0 1
S 2.69480 -0.39200 -0.44448
O 3.38550 -1.25942 0.48663
O 2.64671 1.26536 -0.00098
O 0.54043 2.36462 0.24152
C 0.94433 -0.09257 -0.01094
C 1.29152 1.19835 0.07264
C -0.30418 -0.91285 -0.08000
H -0.99969 -0.36475 -0.65477
H -0.72627 -0.94657 0.87852
H -0.01483 -1.81533 -0.47090
H 0.96689 2.97244 0.97330
*
```

## Properties
SMILES: CC1=[S@]2(=O)O[C@]12O
E_HOMO (Eh): -0.344
F_max (eV Å⁻¹): 3.12
Energy relative to the best compared isomer or geometry (same formula, charge and spin) (kJ/mol): 329.5

# 4
Molecular formula: C23H31Cl2N4O3Ti
Method: DFT, ωB97M-V/def2-TZVPD

```
! wB97M-V def2-TZVPD RIJCOSX def2/J DEFGRID3
* xyz 0 2
Ti -0.97652 -0.27227 -1.20230
Cl -1.68420 1.59164 -0.08303
Cl -2.37622 -1.61896 -2.25881
O -1.58882 -1.21826 0.65322
O 0.58396 -1.54789 -1.02458
O 1.64056 1.13515 -0.44450
N 0.42989 0.13067 7.27740
N -3.25604 -1.77835 2.13385
N 2.42329 -2.91770 -1.13348
N 0.77966 -0.11878 1.91579
C 0.64897 -1.21988 4.02092
C -1.96716 1.20922 -3.85054
C 1.80866 -1.79427 -0.75954
C 0.56630 0.01902 4.66909
C 1.45321 5.75888 -2.18187
C -1.00838 1.35911 -2.73528
C 1.45827 2.99494 -1.86142
C -4.64615 -1.60566 2.52158
C 0.63803 -0.38066 -3.60115
C -2.63910 -3.02168 2.59807
C 0.16402 0.64066 -2.60422
C 0.47477 0.08212 6.10850
C 1.81108 4.92384 -3.25569
C 1.79893 3.53446 -3.09476
C 1.67953 -4.09404 -1.56916
C 0.67302 1.06501 2.50358
C 0.59919 1.18887 3.90441
C 1.50346 1.44920 -1.68679
C 3.86925 -3.07339 -1.11449
C -2.71577 -1.00438 1.18647
C 1.08590 5.19972 -0.95250
C 0.72432 -1.23444 2.61559
C 1.08945 3.80651 -0.78751
H -1.77473 1.96787 -4.61089
H 4.18712 -3.84950 -0.40745
H 0.63828 1.94191 1.85439
H -1.55874 -2.99275 2.45513
H 2.18839 -4.52024 -2.44190
H -2.98088 1.37042 -3.48105
H 1.71844 -0.56517 -3.56980
H -3.28054 -0.11083 0.88076
H 2.40024 -1.05592 -0.20438
H 4.30357 -2.11598 -0.83177
H 0.81999 5.83780 -0.10618
H 0.80270 3.34638 0.15676
H 1.68778 -4.85536 -0.77574
H 4.21914 -3.37222 -2.11176
H -1.07069 2.32095 -2.21889
H 2.05069 2.84424 -3.90611
H 0.61835 -2.15893 4.56843
H -2.85697 -3.15005 3.66684
H 0.11575 -1.32650 -3.38839
H -1.91286 0.22583 -4.31131
H -5.29074 -2.33297 2.00957
H -3.06243 -3.90848 2.09872
H 2.37473 1.12140 -2.31558
H 0.54909 2.17902 4.35460
H 0.64745 -3.83875 -1.82436
H 1.48447 6.84866 -2.29435
H 0.38122 -0.14262 -4.64053
H 2.11273 5.33909 -4.21322
H 0.74834 -2.17510 2.05511
H -4.95907 -0.59219 2.26537
H -4.76507 -1.76522 3.59714
*
```

## Properties
E_HOMO (spin up / spin down) (Eh): -0.257 / -0.258
F_max (eV Å⁻¹): 3.59
Expectation value of S²: 0.758

# 5
Molecular formula: C25H68BrF3N11O4P3SSi2
Method: DFT, ωB97M-V/def2-TZVPD

```
! wB97M-V def2-TZVPD RIJCOSX def2/J DEFGRID3
* xyz 0 1
Br 4.45015 -1.79306 -6.08392
S -2.38954 -4.19303 -6.37484
P 3.94106 4.35804 7.60841
P -6.86623 -2.65931 -6.59462
P 0.86681 1.56355 1.01000
Si 0.81237 -3.93368 -4.22488
Si 3.50755 -3.21147 -3.48430
F -0.01062 -5.36530 -2.01618
F -1.42026 -3.88510 -2.72207
F 0.31167 -3.24045 -1.61330
O 1.65046 1.00670 -0.11793
O -5.62704 -2.95414 -7.36713
O 2.39360 -4.28046 -4.13093
O 3.18418 4.18136 6.34719
N -0.16645 0.28316 1.45323
N -7.83987 -1.98340 -7.82985
N 2.71559 4.91772 8.66588
N 0.91043 2.39583 2.50150
N -0.03046 2.79561 0.22380
N 0.05696 -5.00693 -5.36970
N 5.18003 5.21730 8.41886
N 5.08010 -3.88823 -3.60859
N 4.40177 2.77363 8.03252
N -7.32788 -4.26728 -6.24566
N -7.75168 -1.86375 -5.35105
C 5.36254 -5.10097 -2.81686
C -6.28731 -5.01845 -5.53055
C 1.38437 3.79860 2.43689
C -7.10268 -2.03326 -4.02561
C -8.63892 -4.76154 -5.87643
C 0.36084 3.09696 -1.14841
C -1.01495 -4.65643 -5.81991
C 0.49544 -1.00211 1.66866
C 4.91864 6.65722 8.64238
C 4.90350 2.36526 9.33236
C -7.15194 -1.59501 -9.05616
C -7.94941 -0.40741 -5.53462
C 3.75740 -0.31076 -2.15913
C -1.46296 2.94476 0.38491
C -1.33521 0.40520 2.30482
C 5.04993 2.01045 6.96787
C 3.52555 -1.54185 -4.37695
C -9.16762 -2.48554 -8.12549
C 1.78594 1.70845 3.48337
C 5.02934 -5.04185 -1.31809
C 1.44241 5.26771 8.04448
C 4.29960 -0.45850 -3.58691
C 6.46803 5.13017 7.68558
C 2.49600 4.34863 9.98159
C -0.09851 -4.12870 -2.53818
H 0.82913 4.38688 7.81845
H -7.77711 -0.88861 -9.60852
H 2.81180 1.59971 3.11805
H -8.59517 -0.20370 -6.38145
H 4.89738 -5.96849 -3.28560
H -9.64997 -1.83625 -8.86004
H 2.67691 -0.43861 -2.10826
H -6.93843 -2.45146 -9.70632
H 1.25158 -1.17554 0.90506
H -6.21341 -1.09435 -8.83755
H -1.91305 -0.51921 2.23835
H 4.26816 2.69139 10.14478
H -7.08313 -3.08323 -3.73797
H 5.72247 -5.69933 -0.78579
H 2.13919 3.31189 9.93839
H -0.01722 4.08593 -1.42001
H -6.07803 -1.65109 -4.00899
H -0.03188 2.36727 -1.86769
H 1.45234 4.18973 3.45249
H 6.10922 2.27018 6.83989
H -8.62883 -5.85221 -5.92770
H -1.73222 3.06671 1.43435
H -9.41273 -4.43693 -6.56392
H 7.23173 5.69744 8.21486
H 0.87955 5.91467 8.72181
H 6.39564 5.51778 6.66512
H -0.23090 -1.81368 1.59856
H 4.68402 7.19193 7.71733
H 6.44039 -5.26765 -2.89046
H 5.80732 7.10741 9.08597
H 5.36711 -0.68188 -3.59391
H -6.43158 -6.09026 -5.67688
H 1.44177 3.12491 -1.25032
H -8.94905 -4.48322 -4.85794
H 2.36767 3.88880 1.96596
H -6.29941 -4.82392 -4.44908
H 5.16094 -4.04398 -0.90033
H 4.10319 6.80239 9.34239
H -2.02556 2.10636 -0.04579
H 3.08026 -3.00419 -2.08952
H 4.12391 0.47556 -4.12592
H 6.81563 4.09857 7.63842
H 0.68202 4.42377 1.89602
H 4.99414 0.94251 7.18596
H -1.09378 0.56806 3.36461
H -9.80830 -2.45752 -7.24224
H 0.98206 -1.07110 2.65108
H 4.26665 -1.02384 -1.50804
H 4.03204 -5.43415 -1.11237
H -7.00855 0.13184 -5.67621
H 4.91102 1.27424 9.37655
H 2.52343 -1.14640 -4.53757
H 0.52778 -2.56495 -4.68363
H 1.74786 4.93929 10.51502
H -7.67747 -1.50711 -3.26519
H -9.14979 -3.50327 -8.53484
H 1.59531 5.82009 7.12214
H -8.44569 -0.00951 -4.64853
H 5.78930 -3.18439 -3.43727
H 3.97913 0.67530 -1.75011
H 1.40208 0.71757 3.72694
H 4.54640 2.17697 6.01729
H 3.39835 4.40101 10.59125
H -1.79344 3.86082 -0.11053
H -5.29181 -4.75386 -5.88758
H 1.81418 2.27198 4.41527
H 5.92608 2.71046 9.53887
H -2.00136 1.19606 1.98680
*
```

## Properties
E_HOMO (Eh): -0.311
F_max (eV Å⁻¹): 5.73
Energy relative to the best compared isomer or geometry (same formula, charge and spin) (kJ/mol): 0.0

# 6
Molecular formula: C5H14
Method: DFT, ωB97M-V/def2-TZVPD

```
! wB97M-V def2-TZVPD RIJCOSX def2/J DEFGRID3
* xyz -1 2
C 1.78780 1.68729 2.33115
C -0.09350 0.29231 1.37109
C -1.03551 -0.71089 -2.43334
C 1.19257 1.04606 1.05718
C -1.57100 -2.10191 -2.08232
H 1.97777 0.46113 0.58484
H 1.69083 1.00224 3.17367
H -0.69737 0.92093 2.03909
H -1.90906 -2.59521 -2.99766
H -2.39020 -2.10668 -1.36272
H -0.68685 0.09794 0.48106
H -0.75982 -2.67178 -1.63091
H -0.51686 -0.27832 -1.58636
H -0.30184 -0.83010 -3.24146
H 0.91762 1.87040 0.40270
H -1.75173 0.00437 -2.83472
H 1.21699 2.58082 2.58375
H 2.83882 1.94153 2.19111
H 0.09134 -0.61013 1.95384
*
```

## Properties
E_HOMO (spin up / spin down) (Eh): 0.057 / -0.289
F_max (eV Å⁻¹): 1.03
Expectation value of S²: 0.750
Energy relative to the best compared isomer or geometry (same formula, charge and spin) (kJ/mol): 13.6